A single C9H7BrN2S molecule, computed with wB97M-V/def2-TZVPD.

Summary:
2S+1: 1
Charge: 0
Gap between HOMO and LUMO in Ha: 0.3226
LUMO in eV: 0.2
E_HOMO in eV: -8.6045
Relative energy (zero: lowest compared OMol25 entry of this formula, charge and spin) in kcal/mol: 49.92

Each atom is followed by the atoms it is bonded to, with distances in Å.
Geometry (Å):
1 C 0.74 2.25 1.84  C6 1.385, H7 1.078, C10 1.384
2 C 0.36 -4.58 -2.10  H3 1.073, Br4 1.915, C14 1.302
3 H -0.51 -5.09 -2.46  C2 1.073
4 Br 1.85 -4.60 -3.30  C2 1.915
5 H 0.44 4.37 1.75  C10 1.079
6 C 0.42 1.02 1.30  C1 1.385, H8 1.080, C18 1.388
7 H 1.43 2.31 2.66  C1 1.078
8 H 0.86 0.12 1.71  C6 1.080
9 N 0.75 -3.73 0.23  C14 1.212, S19 1.713
10 C 0.18 3.41 1.33  C1 1.384, H5 1.079, C11 1.386
11 C -0.71 3.33 0.27  C10 1.386, H13 1.080, C15 1.380
12 H -1.71 2.04 -1.11  C15 1.082
13 H -1.16 4.23 -0.14  C11 1.080
14 C 0.52 -4.11 -0.89  C2 1.302, N9 1.212
15 C -1.03 2.10 -0.28  C11 1.380, H12 1.082, C18 1.394
16 H -1.43 -0.11 -1.19  N20 1.017
17 C -0.41 -1.51 -0.30  S19 1.676, N20 1.310
18 C -0.46 0.94 0.23  C6 1.388, C15 1.394, N20 1.406
19 S 0.63 -2.14 0.86  N9 1.713, C17 1.676
20 N -0.79 -0.27 -0.41  H16 1.017, C17 1.310, C18 1.406

Atomic partial charges in e from the Löwdin method, atoms 1 to 4: number 1, C, carries -0.0738; number 2, C, carries -0.5673; number 3, H, carries 0.0423; number 4, Br, carries 0.6225

***

30 unconnected molecules or ions with the total composition C4H70O29SSi, computed with wB97M-V/def2-TZVPD.

Summary:
2S+1: 1
Charge: 0
Gap between HOMO and LUMO in Ha: 0.3531
LUMO in eV: -0.1
E_HOMO in eV: -9.6986
Relative energy (zero: lowest compared OMol25 entry of this formula, charge and spin) in kcal/mol: 0.00

Each atom is followed by the atoms it is bonded to, with distances in Å.
Geometry (Å):
1 H -2.05 -8.95 -7.21  O83 0.965
2 H -2.95 1.82 5.32  O78 0.966
3 H -2.13 0.36 3.15  C82 1.088
4 O 2.47 -3.91 -8.14  H22 0.962, H42 0.962
5 H 1.97 -0.36 1.16  C49 1.089
6 H 2.23 3.64 7.50  O17 0.965
7 H -0.27 -3.92 -6.58  O25 0.963
8 H 0.24 0.01 5.69  O52 0.965
9 H -1.39 3.74 5.66  O33 0.968
10 H -0.34 1.41 5.68  O52 0.962
11 O 2.05 2.31 -6.60  H26 0.960, H36 0.970
12 H 1.71 1.58 -3.55  O67 0.963
13 O -5.66 4.30 4.34  H24 0.962, H34 0.968
14 H -0.56 0.79 -0.79  C88 1.086
15 O 5.49 -1.81 -0.20  H18 0.966, H58 0.966
16 H 0.24 -2.25 -4.46  O73 0.970
17 O 1.79 3.75 6.65  H6 0.965, H47 0.963
18 H 5.99 -1.35 -0.89  O15 0.966
19 H 0.46 -2.32 6.61  O31 0.963
20 H -4.72 -1.11 2.84  O64 0.963
21 H -5.49 3.82 2.60  O60 0.972
22 H 2.53 -4.41 -8.96  O4 0.962
23 H 4.20 1.62 7.80  O38 0.962
24 H -6.53 4.72 4.30  O13 0.962
25 O 0.32 -3.62 -5.88  H7 0.963, H84 0.965
26 H 1.64 3.01 -7.12  O11 0.960
27 C 0.71 1.35 0.80  C49 1.548, H51 1.092, H65 1.092, C88 1.538
28 O -2.99 4.04 1.75  H74 0.965, H104 0.967
29 O 7.50 0.31 -0.36  H55 0.963, H61 0.963
30 H -0.02 -8.71 -5.40  O95 0.963
31 O 0.02 -2.61 5.81  H19 0.963, H59 0.963
32 H 3.32 -0.39 -6.21  O62 0.961
33 O -1.43 4.70 5.79  H9 0.968, H70 0.967
34 H -5.20 4.80 5.04  O13 0.968
35 H -1.85 -3.95 -0.80  O69 0.962
36 H 1.42 2.14 -5.88  O11 0.970
37 H 2.63 -2.87 -1.37  O85 0.961
38 O 4.06 2.57 7.91  H23 0.962, H105 0.962
39 H 0.79 5.21 0.72  O50 0.963
40 H -4.75 6.92 5.47  O77 0.963
41 H -2.64 2.82 4.20  O78 0.973
42 H 2.62 -3.00 -8.41  O4 0.962
43 S -0.51 3.21 -1.00  C88 1.824, H102 1.343
44 H -2.30 -0.30 -2.07  O79 0.963
45 H -4.44 0.78 -1.07  O57 0.962
46 H 4.68 -0.35 -3.73  O53 0.967
47 H 1.33 2.92 6.51  O17 0.963
48 H 0.70 -0.67 -0.01  C49 1.089
49 C 0.92 -0.17 0.94  H5 1.089, C27 1.548, H48 1.089, Si97 1.878
50 O 1.37 5.64 1.35  H39 0.963, H101 0.961
51 H 0.06 1.81 1.55  C27 1.092
52 O 0.25 0.84 6.18  H8 0.965, H10 0.962
53 O 4.72 -0.95 -2.98  H46 0.967, H80 0.962
54 H 0.31 -1.38 -3.18  O73 0.964
55 H 8.18 -0.30 -0.05  O29 0.963
56 H 3.47 -1.70 -0.90  O85 0.969
57 O -4.45 0.06 -0.44  H45 0.962, H103 0.966
58 H 5.06 -1.09 0.28  O15 0.966
59 H -0.82 -2.12 5.81  O31 0.963
60 O -5.84 3.87 1.70  H21 0.972, H71 0.962
61 H 6.97 0.48 0.42  O29 0.963
62 O 3.38 0.33 -5.57  H32 0.961, H92 0.966
63 H -1.40 -6.70 -8.19  O66 0.964
64 O -4.76 -1.78 3.53  H20 0.963, H90 0.962
65 H 1.69 1.83 0.88  C27 1.092
66 O -1.33 -5.91 -7.63  H63 0.964, H75 0.962
67 O 1.01 2.04 -4.02  H12 0.963, H96 0.967
68 H 3.91 0.67 2.01  O94 0.965
69 O -1.97 -3.44 0.00  H35 0.962, H76 0.965
70 H -0.52 4.95 5.99  O33 0.967
71 H -6.62 3.31 1.70  O60 0.962
72 H -1.74 -1.70 -2.19  O79 0.970
73 O -0.30 -1.87 -3.75  H16 0.970, H54 0.964
74 H -2.15 3.91 1.31  O28 0.965
75 H -1.92 -5.28 -8.05  O66 0.962
76 H -1.81 -2.52 -0.27  O69 0.965
77 O -4.68 6.34 6.24  H40 0.963, H100 0.969
78 O -2.28 2.04 4.66  H2 0.966, H41 0.973
79 O -1.75 -0.93 -1.60  H44 0.963, H72 0.970
80 H 4.95 -1.80 -3.37  O53 0.962
81 H 4.24 1.45 0.74  O94 0.964
82 C -1.83 -0.18 2.25  H3 1.088, H86 1.093, H93 1.092, Si97 1.887
83 O -2.72 -8.36 -7.59  H1 0.965, H98 0.962
84 H 1.20 -3.81 -6.23  O25 0.965
85 O 2.56 -1.95 -1.08  H37 0.961, H56 0.969
86 H -2.55 -0.99 2.11  C82 1.093
87 H -0.43 -9.96 -4.63  O95 0.962
88 C 0.18 1.56 -0.63  H14 1.086, C27 1.538, S43 1.824, H91 1.088
89 H -0.22 -2.39 2.00  Si97 1.480
90 H -3.96 -2.30 3.40  O64 0.962
91 H 1.04 1.45 -1.30  C88 1.088
92 H 2.80 1.02 -5.92  O62 0.966
93 H -1.92 0.44 1.35  C82 1.092
94 O 3.97 0.58 1.05  H68 0.965, H81 0.964
95 O -0.76 -9.32 -5.26  H30 0.963, H87 0.962
96 H 0.42 2.36 -3.32  O67 0.967
97 Si -0.11 -0.94 2.30  C49 1.878, C82 1.887, H89 1.480, H99 1.484
98 H -3.26 -8.11 -6.84  O83 0.962
99 H 0.56 -0.84 3.63  Si97 1.484
100 H -3.81 5.92 6.13  O77 0.969
101 H 2.25 5.52 1.00  O50 0.961
102 H -1.81 3.02 -0.73  S43 1.343
103 H -3.65 -0.45 -0.60  O57 0.966
104 H -3.65 3.60 1.21  O28 0.967
105 H 4.93 2.92 8.10  O38 0.962

Atomic partial charges in e from the Löwdin method, atoms 1 to 4: number 1, H, carries 0.0174; number 2, H, carries 0.0720; number 3, H, carries -0.0012; number 4, O, carries -0.0461

***

What are the maximum force values for these records? In order: 0.974, 1.112 eV/A.